ORCA calculation (ωB97M-V/def2-TZVPD) on 2 unconnected molecules or ions with the total composition C2H6O in a non-equilibrium geometry.

ORCA input file:
```
! wB97M-V def2-TZVPD RIJCOSX def2/J DEFGRID3
* xyz 0 1
C 0.00000 0.00000 0.00000
C 0.91793 -0.92473 0.15114
H -0.33368 0.65363 0.81403
H -0.50421 0.09454 -0.96853
H 1.27377 -0.99330 1.18549
H 1.38794 -1.57714 -0.59363
O -4.73276 1.64248 5.29180
H -5.02389 0.97767 4.62733
H -4.09243 2.21226 4.80849
*
```

DFT total energy: -154.99446 Ha
orbital gap: 11.15 eV
HOMO level: -10.346 eV
relative energy (zero: lowest compared OMol25 entry of this formula, charge and spin): 82.3 kJ/mol

---

ORCA calculation (ωB97M-V/def2-TZVPD) on a single C4H8O3 molecule.

ORCA input file:
```
! wB97M-V def2-TZVPD RIJCOSX def2/J DEFGRID3
* xyz 0 1
O -1.05813 1.59392 -0.34610
C -1.70036 0.33525 -0.37797
C -0.90677 -0.73682 0.39367
C 0.56602 -0.48700 0.17535
O 1.06530 -0.48460 -0.93569
C 1.40784 -0.11169 1.37335
O 2.72058 0.17460 1.01128
H -0.33769 1.55980 -0.98995
H -1.86570 0.00338 -1.40955
H -2.67594 0.47594 0.09243
H -1.15964 -1.73595 0.02117
H -1.13793 -0.69931 1.46356
H 0.91175 0.75882 1.83461
H 1.36393 -0.93024 2.10951
H 2.74705 0.08244 0.04323
*
```

DFT total energy: -382.91564 Ha
orbital gap: 11.22 eV
HOMO level: -10.414 eV
relative energy (zero: lowest compared OMol25 entry of this formula, charge and spin): 129.1 kJ/mol

---

ORCA calculation (ωB97M-V/def2-TZVPD) on 2 unconnected molecules or ions with the total composition C15H19BrNO11PS in a non-equilibrium geometry.

ORCA input file:
```
! wB97M-V def2-TZVPD RIJCOSX def2/J DEFGRID3
* xyz 0 1
C -3.08292 2.70748 3.27122
C -1.69568 2.75420 3.92060
O -1.25593 1.52130 4.46833
C -0.88495 0.55915 3.51232
C 0.58755 0.61041 3.10448
O 1.01139 1.85034 2.49685
C 1.33313 1.78857 1.17380
Br 2.76182 0.54620 0.67008
O 1.92867 3.08203 0.92743
S 0.68210 4.14936 0.92205
O 0.58231 4.77260 2.19949
O 0.87749 5.07222 -0.14661
O -0.50543 3.07317 0.63145
C 0.15353 1.86375 0.15690
O -0.90107 0.88076 0.27896
C -0.49886 -0.35740 0.24422
N -0.05401 -1.41372 0.36521
P 0.57513 2.26447 -1.65581
C -0.88686 3.26626 -2.20308
C 0.42497 0.70894 -2.63150
H -3.22828 1.85766 2.59956
H -3.90000 2.73176 3.99310
H -3.18747 3.60213 2.64691
H -1.75571 3.44690 4.76346
H -0.98237 3.19329 3.22351
H -1.54316 0.56089 2.63700
H -1.02415 -0.41697 3.99056
H 1.17179 0.50749 4.02241
H 0.80858 -0.26999 2.49754
H -1.81239 2.77852 -1.87127
H -0.88131 4.24177 -1.72238
H -0.86920 3.36223 -3.28640
H 1.26970 0.05737 -2.44717
H 0.40687 0.94088 -3.69729
H -0.51037 0.19793 -2.37792
C 1.17031 -5.50222 -3.85151
C 1.14826 -4.16576 -3.90180
C 1.05193 -3.32950 -2.65906
O 1.05554 -2.11551 -2.78064
C 0.95509 -4.00524 -1.37650
C 0.97391 -5.34371 -1.32589
C 1.09623 -6.18185 -2.56526
O 1.12495 -7.39132 -2.44399
O 0.88697 -6.01885 -0.18229
O 1.21144 -3.48925 -5.04891
H 1.24173 -6.11459 -4.73919
H 0.86846 -3.39066 -0.49065
H 0.92652 -6.96297 -0.42493
H 1.18044 -2.54608 -4.80408
*
```

DFT total energy: -4778.80247 Ha
orbital gap: 7.45 eV
HOMO level: -9.025 eV

---

ORCA calculation (ωB97M-V/def2-TZVPD) on a single C7H10SSi molecule in a non-equilibrium geometry.

ORCA input file:
```
! wB97M-V def2-TZVPD RIJCOSX def2/J DEFGRID3
* xyz 0 1
C 0.47360 -1.60745 1.12094
C -0.16265 -0.45189 1.67134
C 0.51012 -1.98449 -0.18314
C -0.29170 0.70411 1.04656
C 0.96347 0.75942 -0.66055
C -0.23526 -1.34500 -1.35256
C 0.51370 -0.03562 -1.77491
Si -1.16199 2.39896 1.13313
S 2.28881 1.59506 -0.35730
H 1.06894 -2.13313 1.89793
H -0.37382 -0.56020 2.69667
H 1.04050 -2.87749 -0.43341
H -0.07941 -1.86920 -2.36701
H -1.26262 -1.13703 -1.31026
H -0.32431 0.64616 -2.23238
H 1.20400 -0.28447 -2.59199
H -2.44274 1.99429 1.77788
H -1.19318 3.04473 -0.22306
H -0.53546 3.14324 2.14211
*
```

DFT total energy: -960.22444 Ha
orbital gap: 8.05 eV
HOMO level: -7.919 eV
relative energy (zero: lowest compared OMol25 entry of this formula, charge and spin): 5.2 kJ/mol

---

ORCA calculation (ωB97M-V/def2-TZVPD) on 3 unconnected molecules or ions with the total composition C12H20BF7I2O5PS.

ORCA input file:
```
! wB97M-V def2-TZVPD RIJCOSX def2/J DEFGRID3
* xyz -1 1
C 3.36865 -1.84620 0.96383
B 2.58773 -0.68864 0.21543
O 3.37070 0.32880 -0.34743
P 0.63337 -0.69728 0.04300
F 0.44978 -0.68934 1.75932
S 0.60339 1.60485 0.15426
C -1.30139 -0.83007 -0.17293
I -2.27093 0.56654 -1.47575
C -2.12402 -1.74724 0.34651
C -3.61216 -1.85407 0.13343
I -1.38929 -3.26293 1.62805
H 3.64586 -2.64576 0.27034
H 4.28312 -1.46859 1.42032
H 2.71659 -2.28671 1.71969
H 3.73099 0.07160 -1.19882
H 0.75055 -0.55757 -1.38650
H 0.64601 -2.13331 0.01000
H -0.03159 1.75037 1.32052
H -4.01323 -2.69012 0.70295
H -4.11467 -0.94425 0.45949
H -3.83815 -2.03265 -0.91759
C -0.92121 1.70229 4.99372
C -0.22920 2.98473 4.59133
O -1.18470 4.05548 4.40106
C -1.58122 4.68564 5.48524
O -1.24453 4.48594 6.61669
C -2.55949 5.81209 5.09450
F -3.45771 5.39829 4.20134
F -1.88420 6.83918 4.56334
F -3.21141 6.25698 6.16510
H -1.68270 1.43684 4.26079
H -0.19668 0.89166 5.04994
H -1.40817 1.80594 5.96419
H 0.26740 2.85392 3.63254
H 0.52053 3.28851 5.32018
C -0.09577 -1.18933 -6.85827
C 1.36257 -1.26325 -6.46211
O 1.50725 -1.72881 -5.11022
C 1.45798 -3.03795 -4.92827
O 1.32234 -3.87840 -5.76937
C 1.63859 -3.34511 -3.42951
F 0.90936 -2.52392 -2.69430
F 2.93070 -3.19224 -3.09339
F 1.29199 -4.59991 -3.16589
H -0.64887 -0.57104 -6.15127
H -0.19186 -0.75867 -7.85488
H -0.54968 -2.17969 -6.86342
H 1.81476 -0.27403 -6.47158
H 1.93263 -1.90253 -7.13563
*
```

DFT total energy: -2904.37336 Ha
orbital gap: 6.38 eV
HOMO level: -3.992 eV

---

ORCA calculation (ωB97M-V/def2-TZVPD) on 10 unconnected molecules or ions with the total composition C27H72F2N10O13S2 in a non-equilibrium geometry.

ORCA input file:
```
! wB97M-V def2-TZVPD RIJCOSX def2/J DEFGRID3
* xyz 8 1
N -0.26304 -16.56744 13.32823
S -0.77731 -17.99345 12.84120
O -0.23580 -19.07845 13.58359
O -1.15854 -18.12768 11.46266
F -2.23649 -17.83146 13.54011
S 1.35118 -16.59539 12.84136
O 1.64171 -16.42912 11.45496
O 2.25556 -17.26251 13.72750
F 1.58596 -15.13347 13.46834
C -1.55958 -11.85888 8.15014
C -1.29868 -13.25276 7.65835
O -0.86425 -13.51282 6.60018
N -1.64884 -14.40271 8.61608
H -2.57504 -14.28242 9.03959
H -1.86783 -15.21457 8.02546
C -0.60503 -14.55244 9.73540
H -1.05016 -11.60022 9.08110
H -2.63324 -11.73079 8.32854
H -1.26502 -11.16421 7.36884
H 0.32615 -14.60813 9.18182
H -0.81499 -15.53767 10.14934
H -0.78758 -13.71636 10.39588
C -4.43568 -19.22981 11.14413
C -4.41580 -20.08029 12.37255
O -3.53473 -20.81932 12.61926
N -5.50829 -20.02035 13.47987
H -6.18833 -19.26253 13.37629
H -6.08433 -20.86427 13.33231
C -4.91129 -20.04846 14.84225
H -3.42148 -18.80552 11.22547
H -5.07353 -18.35515 11.27202
H -4.47539 -19.66835 10.15361
H -4.16777 -19.26478 14.93550
H -4.44494 -21.02557 14.95193
H -5.60321 -20.02190 15.68352
C 2.80083 -13.00666 8.99674
C 2.92417 -13.48736 7.57264
O 2.38154 -14.43264 7.11974
N 3.84614 -12.65784 6.66250
H 3.54574 -11.67496 6.69987
H 4.79695 -12.68548 7.04046
C 3.78761 -13.06640 5.18109
H 2.13755 -12.14379 9.07074
H 3.80622 -12.74156 9.33799
H 2.46407 -13.78733 9.67466
H 4.43131 -13.93371 5.07830
H 4.11534 -12.21596 4.59232
H 2.76533 -13.37088 4.99008
C -1.32680 -19.15899 8.09464
C -0.10488 -18.72134 7.33616
O 0.75930 -18.02587 7.74761
N 0.10276 -19.38764 5.97697
H -0.69961 -19.95753 5.68928
H 0.10669 -18.59642 5.31725
C 1.42773 -20.12222 5.80035
H -1.70948 -18.29481 8.63785
H -0.96720 -19.88438 8.82525
H -2.12060 -19.47018 7.41859
H 1.61455 -20.26612 4.74278
H 1.24333 -21.09285 6.26672
H 2.17480 -19.67026 6.43954
C 4.87854 -17.38797 10.51630
C 6.27478 -17.17947 11.04740
O 6.54578 -16.78858 12.12262
N 7.38910 -17.69773 10.13345
H 7.08757 -18.58214 9.71707
H 7.63914 -17.03385 9.39516
C 8.67267 -18.02556 10.91012
H 4.72783 -18.36716 10.05068
H 4.68882 -16.61508 9.76305
H 4.01328 -17.35574 11.18890
H 9.28824 -18.66222 10.28034
H 8.40309 -18.61572 11.78384
H 9.11580 -17.09925 11.25404
C 3.54805 -11.91686 14.52790
C 4.47588 -13.01886 14.13308
O 4.15180 -14.10127 13.75512
N 5.95855 -12.68312 14.11309
H 6.13008 -11.81789 14.63721
H 6.44574 -13.44646 14.59610
C 6.55376 -12.56347 12.72249
H 4.05351 -11.09005 15.02461
H 2.74031 -12.28234 15.15536
H 3.09511 -11.55878 13.59910
H 6.86039 -13.56508 12.43486
H 7.50885 -12.06880 12.90487
H 5.90559 -12.03617 12.03850
C 1.11589 -17.93740 16.84377
C 0.07894 -16.96522 17.29281
O -0.21285 -16.70949 18.40004
N -0.60824 -16.08957 16.20097
H -0.52596 -16.44480 15.21559
H -1.61345 -16.11894 16.39457
C -0.18206 -14.64953 16.37486
H 0.86043 -18.44241 15.91698
H 1.11634 -18.68535 17.64492
H 2.11742 -17.52352 16.96507
H -0.52784 -14.04412 15.54284
H 0.90410 -14.65620 16.29648
H -0.52824 -14.36533 17.36264
C 1.04471 -22.70656 15.24157
C 2.49460 -22.53265 15.55561
O 3.02636 -22.54926 16.59803
N 3.35722 -21.96700 14.37479
H 4.26047 -22.42701 14.54544
H 2.99627 -22.27500 13.47230
C 3.54460 -20.48341 14.53380
H 0.56145 -21.79146 14.89895
H 0.53541 -23.10368 16.11409
H 1.01701 -23.44550 14.43144
H 4.35167 -20.21415 13.86089
H 3.81916 -20.29269 15.56819
H 2.63519 -19.92102 14.33832
C -3.50908 -14.26718 13.32548
C -4.21374 -14.70416 12.08975
O -3.92131 -15.61760 11.38504
N -5.53156 -13.96071 11.78716
H -5.65152 -13.24160 12.51080
H -5.48314 -13.40828 10.92515
C -6.78674 -14.84374 11.87502
H -2.90527 -13.36538 13.23898
H -2.92728 -15.11978 13.67111
H -4.27152 -14.10755 14.09882
H -7.19695 -14.99019 10.87937
H -7.47154 -14.36731 12.56682
H -6.47594 -15.83828 12.18249
*
```

DFT total energy: -3589.99012 Ha
orbital gap: 9.29 eV
HOMO level: -25.752 eV
relative energy (zero: lowest compared OMol25 entry of this formula, charge and spin): 70.2 kJ/mol